Model P:
C5H9N2S2 | ωB97M-V/def2-TZVPD

Last columns: bonded neighbours and bond lengths (Å).
CARTESIAN COORDINATES (ANGSTROEM)
1 S 1.08 -2.60 -0.56  C7 1.753, H12 1.337
2 S 0.30 1.31 -2.15  H13 1.324, H17 1.327
3 N 2.12 0.11 0.14  C9 1.331, H10 1.007, H11 1.007
4 N 0.16 0.90 1.07  C6 1.356, C9 1.345, H18 1.015
5 C -1.15 -1.44 0.61  C7 1.380, C8 1.400, H14 1.080
6 C -1.13 0.79 1.46  N4 1.356, C8 1.365, H15 1.077
7 C 0.17 -1.32 0.22  S1 1.753, C5 1.380, C9 1.424
8 C -1.81 -0.38 1.24  C5 1.400, C6 1.365, H16 1.076
9 C 0.84 -0.08 0.45  N3 1.331, N4 1.345, C7 1.424
10 H 2.65 -0.60 -0.34  N3 1.007
11 H 2.55 1.02 0.24  N3 1.007
12 H 0.14 -3.54 -0.44  S1 1.337
13 H 0.82 1.96 -3.18  S2 1.324
14 H -1.69 -2.36 0.43  C5 1.080
15 H -1.57 1.64 1.94  C6 1.077
16 H -2.83 -0.48 1.54  C8 1.076
17 H -0.85 1.09 -2.77  S2 1.327
18 H 0.63 1.78 1.22  N4 1.015

**Gap between HOMO and LUMO**: 8.562 eV
**Total charge**: +1
**LUMO**: -4.0137 eV

Model Q:
C5H9N2S2 | ωB97M-V/def2-TZVPD

Last columns: bonded neighbours and bond lengths (Å).
CARTESIAN COORDINATES (ANGSTROEM)
1 S -1.44 1.33 -0.21  C7 1.906, C9 1.811
2 S 1.01 0.05 1.32  C5 1.848, C9 1.847
3 N 1.08 2.42 -0.08  C9 1.460, H13 0.979, H15 1.067
4 N 0.67 0.39 -1.21  C8 1.279, C9 1.465, H16 1.021
5 C 1.36 -1.41 0.23  S2 1.848, C8 1.557, H12 1.093, H17 1.033
6 C -2.34 -1.19 0.43  C7 1.290, H10 1.105, H14 1.071
7 C -1.83 -0.13 0.95  S1 1.906, C6 1.290, H11 1.092
8 C 1.11 -0.81 -1.18  N4 1.279, C5 1.557, H18 1.064
9 C 0.35 1.16 0.00  S1 1.811, S2 1.847, N3 1.460, N4 1.465
10 H -2.59 -1.30 -0.65  C6 1.105
11 H -1.44 0.04 1.95  C7 1.092
12 H 0.47 -1.97 0.51  C5 1.093
13 H 1.78 2.45 0.60  N3 0.979
14 H -2.81 -2.03 0.90  C6 1.071
15 H 0.47 3.26 0.18  N3 1.067
16 H 0.44 0.94 -2.04  N4 1.021
17 H 2.28 -1.87 0.34  C5 1.033
18 H 1.45 -1.35 -2.03  C8 1.064

**Gap between HOMO and LUMO**: 8.758 eV
**Total charge**: +1
**SMILES**: C=CS[C@]1(N)[NH+]=CCS1
**LUMO**: -4.6296 eV

Least stable structure among those shown: model Q.